# 1
ORCA calculation (ωB97M-V with the def2-TZVPD basis set) on a single C2H3N3O2 molecule at a distorted geometry.

Geometry as XYZ:
```
10
Properties=species:S:1:pos:R:3
H 0.42204 -1.70866 -1.94068
N 0.84227 -1.06099 -1.30447
C 0.17314 -0.49109 -0.36348
N 0.99214 -0.33579 0.70573
O 0.52805 0.81480 1.43367
C -0.75188 1.05638 0.98996
O -1.49250 1.87889 1.44231
N -0.99260 0.17996 -0.08290
H 1.83964 -0.55958 0.02669
H -1.73755 0.36547 -0.73716
```

Its SMILES is [H]/N=c1/[nH]oc(=O)[nH]1. The value obtained for the molecular weight is 101.065 g/mol. The max |F| is 2.603 eV Å⁻¹. For the LUMO energy, the calculation gives 0.571 eV. As for the HOMO-LUMO gap: 10.424 eV. The charge is 0.

# 2
ORCA calculation (ωB97M-V with the def2-TZVPD basis set) on a single C2H3N3O3 molecule at a distorted geometry.

Geometry as XYZ:
```
11
Properties=species:S:1:pos:R:3
N 1.35677 -1.27643 -0.34051
N 0.30917 -0.32686 -0.18809
C 0.43325 0.95605 -0.27363
O 1.59009 1.56748 -0.60865
N -0.62164 1.52351 0.33837
O -1.51519 0.46771 0.76848
C -0.98683 -0.64437 0.24756
O -1.18746 -1.81469 0.18419
H 1.49810 -1.85916 0.40688
H 1.27581 -1.95369 -1.25319
H 2.13796 0.73728 -0.41776
```

Its SMILES is Nn1c(O)noc1=O. The value obtained for the molecular weight is 117.064 g/mol. The max |F| is 5.804 eV Å⁻¹. For the LUMO energy, the calculation gives 0.240 eV. As for the HOMO-LUMO gap: 9.752 eV. The charge is 0.

# 3
ORCA calculation (ωB97M-V with the def2-TZVPD basis set) on a single C2H3N3OS molecule at a distorted geometry.

Geometry as XYZ:
```
10
Properties=species:S:1:pos:R:3
S -3.01493 0.03087 0.02849
N -1.62422 -1.19063 -0.20332
C -0.45825 -0.62930 -0.04355
N 0.67901 -1.34567 0.20235
C 1.60346 -0.40983 -0.06663
N 1.11554 0.81262 -0.16344
O -0.27039 0.81829 0.08866
H -2.14713 1.04270 -0.04906
H 2.58563 -0.77874 -0.00217
H 1.53127 1.64970 0.20867
```

Its SMILES is S/N=c1/nc[nH]o1. The value obtained for the molecular weight is 117.133 g/mol. The max |F| is 5.047 eV Å⁻¹. For the LUMO energy, the calculation gives 0.324 eV. As for the HOMO-LUMO gap: 8.693 eV. The charge is 0.

# 4
ORCA calculation (ωB97M-V with the def2-TZVPD basis set) on a single C2H3N3OS molecule at a distorted geometry.

Geometry as XYZ:
```
10
Properties=species:S:1:pos:R:3
S -2.79414 0.31014 -0.06385
N -1.52296 -0.85099 -0.05243
C -0.34646 -0.39269 -0.03386
N 0.81300 -1.14973 -0.02861
C 1.76100 -0.33391 -0.07719
N 1.37339 0.99225 -0.16717
O -0.03489 0.94303 -0.04115
H -3.71567 -0.70292 -0.01479
H 2.81559 -0.52382 -0.04319
H 1.65115 1.70865 0.52225
```

Its SMILES is S/N=c1/nc[nH]o1. The value obtained for the molecular weight is 117.133 g/mol. The max |F| is 1.865 eV Å⁻¹. For the LUMO energy, the calculation gives 0.583 eV. As for the HOMO-LUMO gap: 8.841 eV. The charge is 0.

# 5
ORCA calculation (ωB97M-V with the def2-TZVPD basis set) on a single C2H3N3OS molecule at a distorted geometry.

Geometry as XYZ:
```
10
Properties=species:S:1:pos:R:3
C -1.80960 -0.18726 0.63711
C 0.65373 0.24299 -0.26618
N -1.66235 0.89827 -0.00924
N -0.93673 1.60796 -0.60309
N 1.93913 0.24777 -0.11567
O -0.21965 -1.98727 -0.93255
S -0.33744 -1.26940 0.35016
H -2.75785 -0.36099 1.12761
H 2.46106 1.00436 -0.59035
H 2.66969 -0.19641 0.40219
```

The value obtained for the molecular weight is 117.133 g/mol. The max |F| is 3.852 eV Å⁻¹. For the LUMO energy, the calculation gives -0.004 eV. As for the HOMO-LUMO gap: 8.537 eV. The charge is 0.

# 6
ORCA calculation (ωB97M-V with the def2-TZVPD basis set) on a single C2H3N3S molecule at a distorted geometry.

Geometry as XYZ:
```
9
Properties=species:S:1:pos:R:3
H 0.23533 -2.27504 -0.67591
N -0.14824 -1.55288 -0.09119
C 0.30158 -0.39228 -0.35166
C 1.31028 -0.14707 -1.41867
N 1.94614 0.05800 -2.32824
N -0.13903 0.73342 0.26370
S -1.30016 0.61809 1.53489
H 0.23848 1.61810 0.09107
H -0.95451 -0.66613 1.73865
```

Its SMILES is [H]/N=C(\C#N)NS. The value obtained for the molecular weight is 101.134 g/mol. The max |F| is 3.354 eV Å⁻¹. For the LUMO energy, the calculation gives 0.499 eV. As for the HOMO-LUMO gap: 9.627 eV. The charge is 0.

# 7
ORCA calculation (ωB97M-V with the def2-TZVPD basis set) on 2 unconnected molecules or ions with the total composition C2H3N3S at a distorted geometry.

Geometry as XYZ:
```
9
Properties=species:S:1:pos:R:3
C -1.48704 -0.71090 1.19105
C 1.65178 0.74399 0.05748
N -1.09338 -0.97212 0.09343
N 1.12875 1.82292 -0.06350
N -0.68087 -1.40664 -0.99200
S 2.48320 -0.54002 0.05388
H -1.29517 -0.07634 2.02149
H 0.30254 2.15925 -0.52670
H -1.00981 -1.02015 -1.83513
```

The value obtained for the molecular weight is 101.134 g/mol. The max |F| is 2.596 eV Å⁻¹. For the LUMO energy, the calculation gives 0.738 eV. As for the HOMO-LUMO gap: 9.722 eV. The charge is 0.

# 8
ORCA calculation (ωB97M-V with the def2-TZVPD basis set) on 2 unconnected molecules or ions with the total composition C2H3N4 at a distorted geometry.

Geometry as XYZ:
```
9
Properties=species:S:1:pos:R:3
C -1.05688 0.35681 -0.81982
C -0.74096 -0.39250 0.39702
N -2.59778 -1.56387 -0.78158
N -1.29691 0.92358 -1.76784
N -3.18751 -1.07003 -1.64332
N -3.72353 -0.50326 -2.50557
H -1.72183 -0.47017 0.76868
H -0.30745 -1.35840 0.03289
H -0.17725 0.33039 1.05973
```

The value obtained for the molecular weight is 83.074 g/mol. The max |F| is 2.890 eV Å⁻¹. For the LUMO energy, the calculation gives 4.108 eV. As for the HOMO-LUMO gap: 6.793 eV. The charge is -1.

In eV, the relative energy (zero: lowest compared OMol25 entry of this formula, charge and spin) values for the records above are, in order, 3.019; 1.967; 3.128; 1.952; 5.557; 1.040; 3.450; 1.796.